Formula: C48H77F27O30S4
Source: the OMol25 dataset
Level of theory: wB97M-V/def2-TZVPD

```
186
Properties=species:S:1:pos:R:3:lowdin_charge:R:1
S -4.864 3.449 -2.568 0.571
S -4.007 -1.932 2.265 0.633
S 4.683 -6.648 1.191 0.565
S -6.381 -3.875 -1.121 0.560
F -0.199 0.699 -3.981 0.170
F -0.573 -1.390 -3.649 0.153
F 7.684 1.077 -4.873 0.178
F -0.567 5.403 -1.025 0.196
F -0.422 2.681 3.900 0.154
F -6.186 -5.428 4.760 0.187
F 2.955 -0.503 -2.295 0.188
F -4.545 -4.188 5.544 0.153
F 6.183 0.488 -6.333 0.159
F -5.415 -0.470 -7.366 0.129
F -5.308 -2.176 -5.973 0.182
F 7.078 2.405 -6.559 0.154
F -1.508 1.234 2.785 0.136
F -4.891 -0.166 -5.280 0.170
F 7.747 -0.508 1.328 0.157
F 4.752 -0.357 -3.587 0.152
F 1.346 -1.108 5.283 0.112
F -4.579 -6.404 5.698 0.141
F 5.965 -1.481 0.563 0.105
F 1.444 5.870 -1.752 0.116
F -2.570 2.335 4.439 0.139
F -2.201 -0.033 -3.464 0.122
F 0.919 3.886 -0.932 0.169
F 2.932 -0.914 6.816 0.160
F 7.350 -0.567 -0.866 0.160
F 3.420 -0.632 4.707 0.173
F 3.199 -1.753 -3.985 0.243
O -4.887 -4.034 -1.697 -0.265
O 5.660 2.075 -3.480 0.117
O -5.288 -2.586 2.566 -0.289
O 5.696 -6.113 0.329 -0.281
O -4.249 -0.382 1.913 -0.292
O 2.429 5.447 0.828 0.019
O -4.520 -6.109 2.648 0.155
O 4.135 -5.383 1.909 -0.240
O -6.684 -2.512 -0.858 -0.265
O -2.824 0.035 -7.130 0.023
O -2.366 4.711 3.144 0.052
O -0.328 -0.806 -0.906 0.065
O 2.437 1.844 4.878 0.148
O -2.835 -4.893 3.661 -0.024
O 0.236 6.067 1.373 0.137
O -2.157 3.418 1.263 0.128
O -0.921 1.295 -1.242 0.099
O 4.770 2.901 -5.329 0.067
O -2.576 -2.098 -6.384 0.136
O -7.228 -4.547 -2.032 -0.265
O 5.131 0.947 -0.426 0.062
O 5.697 -2.651 -2.682 0.024
O -4.740 4.588 -3.422 -0.274
O 4.066 -2.646 -1.096 0.133
O 6.093 1.598 1.549 0.144
O -5.348 2.164 -3.032 -0.279
O 1.513 1.252 6.876 0.058
O 3.518 -7.337 0.664 -0.281
O -5.789 3.970 -1.393 -0.260
O -3.109 -2.587 1.336 -0.288
C -0.368 -0.505 0.547 -0.172
C 4.971 -4.276 2.032 -0.276
C -5.347 5.261 -0.797 -0.254
C 2.906 1.547 0.411 -0.037
C 3.918 4.845 2.703 -0.043
C -2.356 7.069 2.922 -0.074
C -4.145 -0.390 -0.641 -0.070
C 1.098 5.629 0.620 -0.317
C -1.894 -5.288 2.642 -0.184
C -3.359 3.095 -1.797 -0.141
C 3.999 -3.149 2.368 -0.053
C 6.669 1.522 -5.618 -0.517
C -0.862 -0.147 -3.198 -0.483
C -0.517 -4.671 2.981 -0.041
C 3.012 5.932 2.075 -0.167
C 1.233 2.615 7.296 -0.171
C 0.700 5.185 -0.788 -0.533
C -4.066 -5.496 3.589 -0.336
C 5.288 -7.716 2.414 -0.138
C -4.737 -3.607 -3.059 -0.249
C -1.425 0.106 -7.478 -0.205
C -4.735 -1.020 -6.298 -0.514
C -2.108 3.557 2.494 -0.322
C 2.666 2.871 -4.077 -0.045
C -1.659 2.437 3.413 -0.457
C 6.265 -3.847 -2.237 -0.215
C 4.107 1.963 -0.365 -0.174
C -3.035 -1.653 3.759 -0.093
C 3.816 -1.170 -3.032 -0.593
C -6.327 -4.699 0.420 -0.112
C -0.203 2.856 7.697 -0.055
C 5.498 -5.084 -2.758 -0.057
C 5.951 0.858 0.576 -0.389
C -0.701 0.164 -1.698 -0.374
C -2.686 5.811 2.284 -0.243
C -3.262 -1.120 -6.640 -0.374
C -4.953 -0.040 0.620 -0.156
C -6.247 5.595 0.312 -0.086
C 5.629 2.165 -4.709 -0.390
C 0.266 -1.612 1.301 -0.051
C 6.806 -0.393 0.369 -0.448
C -3.531 -2.688 -3.012 -0.074
C 2.117 1.064 5.737 -0.420
C -4.879 -5.333 4.916 -0.521
C 2.497 -0.418 5.638 -0.492
C -1.178 1.583 -7.580 -0.055
C 3.849 3.674 -4.584 -0.180
C 4.533 -2.215 -2.148 -0.320
H 4.493 -8.005 3.147 0.097
H 2.278 6.340 2.805 0.133
H -7.376 -4.885 0.582 0.077
H 5.504 -4.107 1.092 0.093
H -5.871 -0.656 0.600 0.103
H -0.238 -2.532 1.344 0.032
H -4.539 -4.522 -3.669 0.142
H -5.820 -5.682 0.362 0.088
H 0.232 -1.250 2.328 0.082
H -2.200 -4.869 1.657 0.121
H 5.580 -8.625 1.849 0.087
H -3.057 -2.642 -4.008 0.061
H 0.162 -4.738 2.148 0.076
H -0.881 2.682 6.889 0.053
H -0.836 -0.443 -6.718 0.127
H 3.002 2.067 -3.444 0.048
H -2.637 7.940 2.333 0.094
H -2.803 7.223 3.886 0.078
H 5.496 -5.098 -3.853 0.080
H 3.249 -3.165 1.581 0.065
H 3.396 4.426 -5.237 0.131
H -5.876 6.391 0.982 0.084
H 4.459 -2.152 2.327 0.070
H -7.248 5.819 -0.108 0.099
H -3.738 5.677 1.972 0.126
H 4.508 -5.208 -2.320 0.076
H -1.275 7.218 3.071 0.083
H 3.116 1.292 1.441 0.088
H 6.016 -5.994 -2.444 0.074
H 6.356 -3.969 -1.183 0.090
H -0.062 -5.011 3.891 0.074
H -5.181 1.048 0.826 0.136
H 1.496 3.323 6.452 0.137
H -4.281 5.101 -0.500 0.113
H -0.166 1.679 -7.961 0.079
H -3.500 -0.818 4.247 0.060
H 6.148 -7.259 2.914 0.075
H 2.399 0.671 0.069 0.058
H 3.825 2.103 -1.387 0.088
H 1.295 -1.830 0.983 0.089
H -1.856 1.900 -8.372 0.087
H -2.796 3.992 -1.674 0.055
H -0.589 2.102 8.416 0.096
H 2.067 3.503 -3.463 0.062
H 3.529 -3.211 3.342 0.071
H -5.904 -4.080 1.185 0.020
H 3.709 6.717 1.753 0.124
H 3.273 4.165 3.307 0.081
H 7.279 -3.949 -2.676 0.139
H 4.420 3.001 -0.150 0.135
H 2.007 2.427 -4.797 0.075
H 4.309 4.211 -3.738 0.137
H 4.519 5.353 3.415 0.063
H -2.105 5.761 1.352 0.103
H -2.894 -2.573 4.301 0.044
H -3.512 2.593 -0.853 0.058
H 5.734 -4.417 2.818 0.133
H 4.544 4.272 2.022 0.070
H -2.765 -3.214 -2.442 0.092
H -1.965 -1.390 3.479 0.077
H -3.710 -1.637 -2.699 0.055
H -0.666 -3.572 2.996 0.051
H -4.637 0.035 -1.521 0.086
H -4.085 -1.478 -0.702 0.048
H -3.132 0.052 -0.591 0.068
H 2.199 2.354 0.407 0.064
H -2.956 2.348 -2.483 0.064
H -1.320 2.049 -6.593 0.090
H -1.396 -0.270 0.899 0.112
H -5.476 5.991 -1.574 0.110
H -6.344 4.701 0.960 0.091
H -1.928 -6.395 2.583 0.137
H -0.436 3.829 8.054 0.073
H -1.278 -0.381 -8.426 0.126
H -5.629 -3.080 -3.420 0.111
H 0.259 0.394 0.735 0.115
H 1.920 2.869 8.083 0.121
```

Output
energy = -229161.886 eV
HOMO-LUMO gap = 10.21 eV
relative energy (zero: lowest compared OMol25 entry of this formula, charge and spin) = 4.2 kcal per mole